Record 1
24
Properties=species:S:1:pos:R:3 method="wB97M-V/def2-TZVPD" e_above_lowest_kcal_mol=18.02 e_lumo_ev="0.64 / 0.62" s_squared=0.754 gap_ha="0.278 / 0.431" spin_multiplicity=2
Cl -4.879 0.355 -1.155
H -4.082 -0.335 -0.465
C 0.752 -0.164 0.804
C 0.424 1.153 1.330
C 0.215 -1.322 1.466
C -0.814 -1.096 2.601
C 1.074 -0.304 -0.628
C 0.636 0.831 -1.630
C 1.200 0.630 -3.041
H 1.233 1.758 1.783
H -0.016 1.775 0.516
H -0.329 1.090 2.145
H -0.262 -1.917 0.639
H 1.040 -1.964 1.891
H -1.009 -2.037 3.126
H -0.505 -0.375 3.358
H -1.758 -0.799 2.132
H 2.155 -0.511 -0.803
H 0.504 -1.194 -0.979
H -0.475 0.789 -1.673
H 0.902 1.830 -1.268
H 0.960 1.535 -3.627
H 2.297 0.504 -3.002
H 0.737 -0.236 -3.520

=====

Record 2
29
Properties=species:S:1:pos:R:3 method="wB97M-V/def2-TZVPD" e_lumo_ev=-5.99 gap_ha=0.264 total_charge=+1
O -0.798 4.624 -0.905
C -2.139 4.461 -0.462
C -2.299 3.372 0.710
C -0.905 2.779 1.122
C -1.007 1.739 2.327
S -1.041 -0.023 1.722
F 0.474 -0.617 1.841
H -0.241 5.014 -0.223
H -2.707 4.086 -1.353
H -2.633 5.422 -0.163
H -2.789 3.929 1.554
H -3.035 2.587 0.382
H -0.291 3.643 1.496
H -0.344 2.360 0.251
H -1.899 1.914 2.979
H -0.037 1.838 2.888
H -1.332 -0.032 0.365
C 1.266 -5.637 -2.637
O 0.899 -4.666 -1.653
C 1.917 -3.926 -1.212
O 3.059 -4.012 -1.563
O 1.438 -3.064 -0.302
C 2.427 -2.203 0.259
H 0.364 -6.175 -2.919
H 1.674 -5.151 -3.523
H 1.982 -6.349 -2.226
H 2.880 -1.580 -0.515
H 3.189 -2.778 0.784
H 1.929 -1.556 0.975

=====

Record 3
24
Properties=species:S:1:pos:R:3 method="wB97M-V/def2-TZVPD" e_above_lowest_kcal_mol=30.50 e_lumo_ev=-3.22 gap_ha=0.361 total_charge=+1
C -0.582 0.283 2.036
C -1.089 -0.907 1.721
C -0.322 -2.172 1.477
C -1.382 1.538 2.191
H 0.490 0.373 2.239
H -2.174 -0.982 1.691
H -0.761 -3.006 2.026
H -0.329 -2.452 0.419
H 0.706 -2.092 1.842
H -2.420 1.375 1.904
H -0.967 2.349 1.590
H -1.368 1.891 3.226
C 0.089 1.126 -3.439
C 1.015 0.686 -2.357
C 0.682 -0.167 -1.408
N 1.614 -0.464 -0.293
H -0.900 0.685 -3.333
H -0.010 2.211 -3.425
H 0.491 0.853 -4.416
H 2.009 1.129 -2.333
H -0.271 -0.657 -1.278
H 2.497 0.033 -0.438
H 1.172 -0.170 0.589
H 1.810 -1.463 -0.233

=====

Record 4
24
Properties=species:S:1:pos:R:3 method="wB97M-V/def2-TZVPD" e_above_lowest_kcal_mol=9.79 e_lumo_ev=-3.30 smiles="C=C(CC)C[C@H](C)[NH3+]" gap_ha=0.377 total_charge=+1
C -0.652 0.536 1.832
C 0.254 0.211 0.922
C 1.371 -0.767 1.179
C 1.404 -1.535 2.500
C 0.327 0.943 -0.402
C -0.331 0.171 -1.551
C -0.454 0.994 -2.826
N -1.735 -0.175 -1.072
H -0.717 0.060 2.798
H -1.371 1.323 1.617
H 1.354 -1.495 0.358
H 2.330 -0.289 0.999
H 2.444 -1.732 2.761
H 1.027 -0.903 3.308
H 0.886 -2.487 2.503
H 1.371 1.137 -0.646
H -0.162 1.927 -0.306
H 0.215 -0.749 -1.753
H -0.978 0.403 -3.569
H -0.948 1.956 -2.686
H 0.543 1.109 -3.250
H -2.420 -0.402 -1.796
H -2.089 0.651 -0.579
H -1.669 -0.886 -0.340

=====

Record 5
24
Properties=species:S:1:pos:R:3 method="wB97M-V/def2-TZVPD" e_above_lowest_kcal_mol=24.15 e_lumo_ev=-3.44 smiles="C/C=C/CC[C@H](C)[NH3+]" gap_ha=0.333 total_charge=+1
C 2.361 2.704 -0.420
C 1.485 1.889 0.491
C 0.227 1.565 0.176
C -0.689 0.889 1.158
C -0.793 -0.684 1.053
C -0.688 -1.184 -0.376
C -2.025 -1.608 -1.020
N 0.273 -2.428 -0.374
H 2.078 3.755 -0.359
H 3.396 2.667 -0.119
H 2.213 2.481 -1.474
H 1.955 1.568 1.416
H -0.158 1.975 -0.752
H -0.448 1.073 2.198
H -1.703 1.278 1.027
H -1.780 -0.907 1.415
H -0.101 -1.144 1.760
H -0.162 -0.538 -1.068
H -2.148 -1.227 -2.028
H -2.863 -1.372 -0.382
H -2.039 -2.692 -1.136
H 0.797 -2.455 -1.257
H 0.974 -2.261 0.346
H -0.162 -3.344 -0.277

=====

For the records above, the corresponding DFT total energy values read -736.4208; -1074.9590; -330.7800; -330.8130; -330.7901 a.u..